Entry 1:
The molecule C6H6N2O3 at a distorted geometry. Source: OMol25; level of theory: ωB97M-V/def2-TZVPD.

Each line ends with the Löwdin charge.
CARTESIAN COORDINATES (ANGSTROEM)
C  0.187  1.179  0.092  0.19
C  1.221  0.379  0.244  -0.20
C  -1.253  1.366  -0.044  -0.50
C  -1.798  -1.016  0.443  -0.56
C  0.359  -0.431  -0.573  -0.37
C  2.576  0.537  0.726  -0.04
N  -1.985  0.343  0.553  0.21
N  -0.597  -1.365  -0.079  0.18
O  -1.738  2.318  -0.507  0.15
O  -2.622  -1.786  0.808  0.11
O  0.504  -0.534  -1.898  0.10
H  2.583  1.367  1.476  0.10
H  3.275  0.856  -0.081  0.10
H  2.974  -0.463  1.084  0.11
H  -2.913  0.578  0.500  0.13
H  -0.546  -2.319  -0.411  0.16
H  -0.229  -1.012  -2.334  0.14

For the energy above the lowest of the compared OMol25 structures with the same formula, charge and spin, the calculation gives 36.0 kcal/mol. Its gap between HOMO and LUMO is 0.340 Eh. The total energy comes out at -567.38588 Eh. The HOMO energy is -8.9519 eV. The SMILES is CC1=C2C(=O)NC(=O)N[C@]12O.

Entry 2:
A cluster of 2 separate species, C58H59N6O2 in total at a distorted geometry. Source: OMol25; level of theory: ωB97M-V/def2-TZVPD.

Each line ends with the Löwdin charge.
CARTESIAN COORDINATES (ANGSTROEM)
C  -5.673  8.953  -1.068  0.00
N  -5.354  7.552  -0.905  -0.04
C  -6.351  6.655  -0.655  -0.36
O  -7.545  6.928  -0.520  0.10
C  -5.704  5.268  -0.566  -0.16
C  -6.259  4.326  -1.631  -0.09
C  -7.742  4.067  -1.486  -0.24
C  -8.614  4.388  -2.530  -0.04
C  -9.994  4.246  -2.367  -0.06
C  -10.504  3.733  -1.166  -0.07
C  -9.627  3.350  -0.142  -0.07
C  -8.246  3.510  -0.308  -0.04
N  -4.282  5.556  -0.736  0.06
C  -3.380  4.539  -0.668  0.04
C  -1.996  4.651  -0.829  -0.05
C  -0.991  3.662  -0.763  0.08
C  0.409  4.004  -0.872  -0.18
C  1.454  3.047  -0.680  0.02
C  2.790  3.394  -0.837  0.01
C  3.160  4.712  -1.156  -0.20
C  4.531  5.059  -1.319  -0.15
N  5.660  5.333  -1.460  0.19
C  2.159  5.685  -1.297  0.00
C  0.825  5.342  -1.163  0.00
C  -4.002  6.996  -0.970  -0.45
C  -3.406  7.254  -2.361  0.02
C  -3.146  7.633  0.133  0.02
H  -6.755  9.067  -0.987  0.10
H  -5.198  9.565  -0.294  0.10
H  -5.354  9.323  -2.049  0.10
H  -5.901  4.861  0.442  0.17
H  -6.068  4.772  -2.621  0.13
H  -5.711  3.375  -1.577  0.12
H  -8.199  4.796  -3.455  0.11
H  -10.669  4.530  -3.177  0.11
H  -11.583  3.639  -1.024  0.11
H  -10.011  2.924  0.787  0.11
H  -7.549  3.231  0.486  0.11
H  -3.828  3.558  -0.475  0.15
H  -1.689  5.676  -1.027  0.06
H  -1.255  2.617  -0.595  0.11
H  1.191  2.024  -0.396  0.09
H  3.576  2.647  -0.707  0.13
H  2.429  6.718  -1.513  0.13
H  0.081  6.134  -1.292  0.11
H  -4.125  6.935  -3.130  0.11
H  -3.209  8.329  -2.470  0.10
H  -2.471  6.704  -2.502  0.08
H  -3.693  7.588  1.086  0.11
H  -2.188  7.117  0.247  0.08
H  -2.957  8.684  -0.126  0.10
C  -2.870  -3.234  2.949  -0.05
C  -1.410  -3.392  2.615  -0.26
C  -0.593  -2.264  2.552  0.00
C  0.763  -2.362  2.202  -0.19
C  1.592  -1.118  2.106  -0.03
C  1.296  -3.627  1.939  -0.15
N  2.657  -3.740  1.510  0.14
C  3.800  -3.395  2.230  -0.20
C  3.794  -2.785  3.543  -0.16
C  4.745  -1.765  3.774  -0.02
C  4.586  -0.916  4.864  -0.07
C  3.565  -1.147  5.795  -0.07
C  2.749  -2.278  5.667  -0.07
C  2.861  -3.103  4.553  -0.02
N  4.876  -3.660  1.536  0.20
N  4.441  -4.237  0.354  0.07
C  5.417  -4.821  -0.511  -0.09
C  6.409  -5.634  0.079  -0.18
C  6.501  -5.895  1.544  -0.05
C  7.333  -6.256  -0.763  0.00
C  7.284  -6.118  -2.152  -0.25
C  8.299  -6.817  -3.012  -0.05
C  6.294  -5.302  -2.707  0.01
C  5.396  -4.594  -1.906  -0.19
C  4.492  -3.608  -2.563  -0.03
C  3.101  -4.164  0.280  -0.06
C  2.325  -4.850  -0.754  -0.40
O  2.855  -5.846  -1.299  -0.02
C  0.997  -4.451  -1.230  -0.21
C  0.278  -5.514  -1.961  -0.05
C  0.538  -3.108  -1.134  -0.19
C  1.450  -2.023  -1.113  -0.04
C  1.008  -0.697  -1.107  -0.12
C  -0.352  -0.408  -1.058  -0.13
C  -1.277  -1.452  -1.042  -0.10
C  -0.854  -2.779  -1.128  -0.02
C  0.528  -4.784  2.082  -0.19
C  1.121  -6.153  1.950  -0.01
C  -0.840  -4.645  2.370  0.02
H  -3.370  -4.209  2.969  0.08
H  -2.998  -2.757  3.932  0.09
H  -3.378  -2.596  2.208  0.08
H  -1.014  -1.273  2.754  0.13
H  2.490  -1.294  1.502  0.08
H  1.012  -0.316  1.627  0.07
H  1.906  -0.768  3.103  0.09
H  5.548  -1.616  3.051  0.12
H  5.254  -0.063  4.989  0.11
H  3.409  -0.453  6.625  0.11
H  2.009  -2.505  6.433  0.11
H  2.218  -3.974  4.439  0.12
H  7.453  -6.405  1.734  0.08
H  6.477  -4.965  2.117  0.06
H  5.700  -6.551  1.910  0.09
H  8.117  -6.874  -0.315  0.12
H  8.071  -6.660  -4.072  0.08
H  9.312  -6.437  -2.815  0.09
H  8.309  -7.896  -2.806  0.09
H  6.229  -5.188  -3.794  0.12
H  4.845  -3.447  -3.589  0.09
H  3.469  -3.987  -2.659  0.08
H  4.473  -2.645  -2.040  0.08
H  -0.588  -5.124  -2.501  0.07
H  0.961  -6.005  -2.675  0.09
H  -0.065  -6.294  -1.259  0.09
H  2.521  -2.240  -1.147  0.09
H  1.747  0.106  -1.133  0.09
H  -0.696  0.635  -1.022  0.06
H  -2.339  -1.227  -0.969  0.10
H  -1.585  -3.584  -1.150  0.11
H  0.462  -6.872  2.462  0.09
H  1.202  -6.467  0.900  0.08
H  2.114  -6.218  2.416  0.09
H  -1.467  -5.542  2.415  0.12

For the energy above the lowest of the compared OMol25 structures with the same formula, charge and spin, the calculation gives 0.0 kcal/mol. Its gap between HOMO and LUMO is 0.082 Eh. The total energy comes out at -2724.29075 Eh. The HOMO energy is -7.6184 eV. The charge is +1.